{
  "formula": "C22H45FIN8O7",
  "method": "ωB97M-V/def2-TZVPD",
  "species": ["C", "O", "C", "C", "C", "C", "C", "C", "N", "I", "C", "N", "C", "O", "N", "C", "O", "F", "N", "H", "H", "H", "H", "H", "H", "H", "H", "H", "H", "H", "H", "H", "H", "H", "H", "H", "C", "O", "N", "C", "C", "H", "H", "H", "H", "H", "H", "H", "C", "O", "N", "C", "C", "H", "H", "H", "H", "H", "H", "H", "C", "O", "N", "C", "C", "H", "H", "H", "H", "H", "H", "H", "C", "O", "N", "C", "C", "H", "H", "H", "H", "H", "H", "H"],
  "positions_angstrom": [[-3.70412, -3.42184, -0.14744], [-5.03343, -3.21910, -0.62402], [-5.80190, -2.44744, 0.29634], [-5.37398, -0.92561, 0.34449], [-4.57811, -0.56568, 1.65698], [-3.44260, 0.48190, 1.43108], [-2.01852, -0.08419, 1.31535], [-1.54765, -1.20411, 2.23489], [-0.12979, -1.27944, 1.70625], [0.79104, -3.01692, 2.34727], [-0.36683, -1.27622, 0.33008], [0.44611, -1.76759, -0.58607], [0.15859, -1.78696, -1.98807], [-0.90924, -2.04428, -2.37831], [1.21767, -1.54019, -2.94943], [0.84620, -2.23234, -4.15470], [0.53674, -1.63170, -5.08783], [0.85489, -3.54263, -4.15186], [-1.60137, -0.67343, 0.01272], [-3.58164, -3.10775, 0.90594], [-3.03534, -2.81419, -0.78320], [-3.44433, -4.49689, -0.18561], [-6.84712, -2.49594, -0.05691], [-5.75613, -2.87821, 1.31728], [-6.33107, -0.37490, 0.29841], [-4.80271, -0.62325, -0.55109], [-5.32565, -0.06617, 2.30459], [-4.25844, -1.46351, 2.21337], [-3.48538, 1.21643, 2.25103], [-3.64026, 1.03513, 0.49134], [-1.28207, 0.73990, 1.44547], [-1.93698, -2.19381, 1.92546], [-1.55567, -1.02551, 3.31981], [1.33742, -2.16157, -0.27910], [1.20921, -0.53761, -3.14296], [-1.28937, 0.07533, -0.61653], [3.20702, -1.62746, 4.92783], [3.84348, -2.51455, 5.46187], [3.32245, -0.30981, 5.19704], [2.52412, 0.68585, 4.51172], [4.27696, 0.12664, 6.20668], [2.45386, -1.84576, 4.14874], [3.18370, 1.38162, 3.98843], [1.92510, 1.23548, 5.24117], [1.85821, 0.21368, 3.78785], [5.27892, -0.18718, 5.91997], [4.02833, -0.33563, 7.16315], [4.25057, 1.20915, 6.30587], [0.78940, 2.14897, -4.34392], [0.82481, 3.03714, -3.51295], [1.09896, 2.27125, -5.64409], [1.01885, 1.13657, -6.54728], [1.52120, 3.56623, -6.15356], [0.47969, 1.11832, -4.07855], [2.00271, 0.94866, -6.98195], [0.30597, 1.35901, -7.34359], [0.69139, 0.25161, -6.00913], [2.41571, 3.89196, -5.62111], [0.73107, 4.29873, -5.98345], [1.73378, 3.49895, -7.21778], [-5.99858, 1.74268, -1.69649], [-6.64177, 1.93702, -0.68160], [-5.31107, 2.68358, -2.37657], [-4.56730, 2.37226, -3.58211], [-5.31839, 4.05168, -1.88408], [-5.92857, 0.74130, -2.15529], [-3.51290, 2.61737, -3.43119], [-4.95947, 2.96246, -4.41243], [-4.65554, 1.31431, -3.82595], [-4.90788, 4.07670, -0.87323], [-6.34446, 4.41967, -1.84957], [-4.72391, 4.68888, -2.53521], [7.98876, 0.92151, 3.40163], [7.27235, 1.53108, 4.17321], [7.77240, -0.34534, 2.98590], [8.66307, -1.01964, 2.06143], [6.60643, -1.04607, 3.48756], [8.89723, 1.37199, 2.96836], [8.10775, -1.30352, 1.16445], [9.06631, -1.91672, 2.53572], [9.48710, -0.36764, 1.77715], [5.70673, -0.48944, 3.21314], [6.66077, -1.10275, 4.57472], [6.55652, -2.05047, 3.07242]],
  "forces_ev_per_a": [[0.00, 0.02, -0.32], [0.17, -0.10, 1.04], [-0.06, 0.90, -0.61], [-0.20, -0.98, 0.65], [-0.96, 0.94, -0.54], [-0.27, -0.78, -0.31], [0.00, 0.91, 0.81], [0.48, 0.08, -0.25], [-0.49, -1.49, -1.92], [0.22, -0.06, 0.03], [-1.71, 0.59, 1.41], [1.39, 0.29, -0.29], [1.60, 0.15, -0.52], [-2.56, -0.60, -0.18], [-0.28, -1.45, 1.66], [0.30, 0.36, 1.40], [-0.61, 1.27, -2.88], [0.40, -0.20, 1.13], [2.87, 0.07, 0.29], [-0.18, -0.08, -0.38], [0.04, -0.43, 0.34], [-0.11, 0.50, -0.24], [0.53, -0.16, 0.13], [-0.03, 0.08, -0.41], [0.70, 0.14, 0.18], [-0.18, -0.47, 0.26], [0.50, -0.34, -0.09], [0.09, 0.34, -0.33], [0.40, -0.26, -0.32], [-0.02, -0.11, 0.50], [-0.64, -0.10, 0.43], [-0.67, 0.65, 0.72], [-0.05, -0.02, -0.55], [-0.15, 0.24, -0.10], [0.43, -0.15, -0.15], [-1.12, -0.17, -0.58], [0.07, 0.21, 0.11], [0.00, 0.02, -0.07], [-0.16, -0.21, -0.21], [0.25, 0.02, 0.23], [-0.01, -0.27, 0.09], [0.14, 0.24, 0.17], [-0.14, 0.08, -0.04], [-0.06, 0.09, -0.13], [0.04, -0.06, 0.03], [0.02, 0.13, 0.10], [0.07, 0.05, 0.01], [-0.02, -0.04, -0.09], [0.10, 0.21, -0.15], [-0.03, -0.08, 0.07], [-0.08, -0.30, 0.17], [0.04, 0.30, -0.09], [-0.05, 0.09, 0.28], [-0.07, -0.05, -0.12], [-0.07, -0.08, -0.09], [0.06, -0.12, -0.06], [0.02, 0.18, -0.11], [-0.03, 0.09, -0.07], [0.09, 0.06, -0.05], [-0.03, -0.10, 0.04], [-0.09, -0.01, -0.09], [0.18, 0.13, -0.01], [0.04, -0.25, 0.02], [-0.06, 0.24, 0.16], [-0.17, -0.13, 0.14], [0.03, 0.02, -0.07], [0.02, -0.02, -0.16], [0.12, -0.08, -0.09], [-0.06, 0.02, 0.05], [-0.05, 0.13, -0.01], [0.07, 0.09, 0.06], [0.00, -0.09, -0.03], [0.06, 0.05, -0.01], [-0.13, -0.16, -0.03], [0.19, 0.16, -0.12], [-0.26, -0.08, 0.17], [0.03, 0.24, 0.09], [0.00, -0.05, -0.01], [0.14, -0.06, -0.06], [0.08, -0.02, -0.14], [-0.05, 0.03, 0.05], [-0.07, -0.10, 0.10], [-0.13, -0.13, -0.04], [0.09, 0.04, 0.00]],
  "charge": 1,
  "gap_ev": 6.13,
  "max_force_ev_per_a": 3.21,
  "homo_energy_ev": -10.98,
  "lumo_ev": -4.852
}